137
Properties=species:S:1:pos:R:3 method="wB97M-V/def2-TZVPD" spin_multiplicity=1 molar_mass_g_mol=1086.9 total_charge=+1 total_energy_ha=-5098.67832 orbital_gap_ev=8.865 homo_ev=-10.451
C -0.78239 3.75842 -5.98101
C -0.77865 2.75393 -4.76147
N 0.38641 1.87981 -4.88392
C 0.68229 1.09966 -5.96359
C 1.90796 0.53938 -5.63014
N 2.25725 0.92301 -4.40559
C 1.38368 1.82551 -3.96027
C 3.46748 0.68741 -3.55034
H -0.67562 3.18481 -6.92631
H 0.05885 4.47269 -5.92868
H -1.67543 4.35328 -5.94909
H -1.74946 2.20724 -4.59157
H -0.67111 3.35937 -3.84388
H 0.13098 0.96644 -6.80948
H 2.40276 -0.24043 -6.23511
H 1.17750 2.30342 -2.98072
H 4.29629 1.23399 -4.02185
H 3.61801 -0.42901 -3.46152
H 3.24386 1.09476 -2.58257
C 1.44809 5.45554 4.01788
C 2.77379 4.81572 4.35653
N 3.46623 4.41150 3.09744
C 4.65865 3.75601 3.15564
C 4.93983 3.40269 1.87840
N 3.99401 3.95858 1.10184
C 3.07424 4.58072 1.86335
C 3.75730 3.80164 -0.33243
H 0.83678 4.85851 3.35507
H 1.63042 6.49429 3.63835
H 0.85501 5.58112 4.96120
H 2.74627 3.92438 4.97369
H 3.50038 5.45434 4.91031
H 5.16635 3.60331 4.08408
H 5.56978 2.65028 1.53300
H 2.23542 5.22464 1.50208
H 4.72556 3.90881 -0.83032
H 3.06888 4.57472 -0.68757
H 3.43012 2.81990 -0.52690
C -2.01832 0.62593 -0.99995
C -0.64432 -0.02650 -0.99649
N -0.10049 -0.05501 0.40079
C -0.59803 -0.62698 1.59634
C 0.39445 -0.33573 2.50279
N 1.29260 0.49731 1.92242
C 0.95362 0.68736 0.63893
C 2.43032 1.18382 2.57371
H -1.78915 1.69974 -0.77999
H -2.71814 0.20840 -0.22465
H -2.45211 0.39553 -2.00362
H 0.15396 0.41355 -1.54415
H -0.70836 -1.08385 -1.28729
H -1.50499 -1.25636 1.55130
H 0.43662 -0.54537 3.56998
H 1.41915 1.30299 -0.12272
H 2.45166 2.24291 2.27814
H 3.34231 0.63355 2.33255
H 2.32343 1.21375 3.64480
C -2.43368 3.11474 2.45548
C -3.33577 2.43689 3.46430
N -3.35546 0.94090 3.28896
C -3.97797 0.08754 2.43506
C -3.61008 -1.21172 2.74424
N -2.90361 -1.07502 3.91493
C -2.73887 0.19399 4.22522
C -2.33182 -2.12653 4.76559
H -2.77728 2.88805 1.46773
H -1.45629 2.63316 2.55149
H -2.30152 4.20532 2.63991
H -4.35555 2.75627 3.39918
H -2.94813 2.65644 4.43657
H -4.52036 0.45749 1.59531
H -3.73547 -2.15350 2.25158
H -2.13929 0.50356 5.07787
H -3.12032 -2.67076 5.30477
H -1.56467 -1.64284 5.35573
H -1.93571 -2.82157 4.07243
C 3.62059 -3.73048 2.29946
C 3.25797 -2.56352 1.43810
N 2.85216 -3.12326 0.13266
C 3.26086 -2.75869 -1.07305
C 2.52365 -3.45751 -1.96849
N 1.57305 -4.14489 -1.21179
C 1.80128 -3.94651 0.05814
C 0.52254 -4.83640 -1.81496
H 3.90829 -3.34744 3.26635
H 4.58794 -4.20907 1.99463
H 2.91642 -4.55530 2.26354
H 4.06212 -1.82034 1.21087
H 2.42682 -1.96145 1.84929
H 4.17370 -2.09682 -1.20414
H 2.40560 -3.35440 -3.00248
H 1.24706 -4.23092 0.90180
H -0.23353 -4.16870 -2.14865
H 0.03261 -5.47185 -0.99444
H 0.94607 -5.50117 -2.60630
C -4.37218 -2.09584 -1.77274
C -4.59246 -3.51599 -1.37101
N -3.93993 -4.50319 -2.13890
C -3.81262 -4.64840 -3.46891
C -3.05140 -5.75150 -3.73074
N -2.70298 -6.24368 -2.48439
C -3.21716 -5.46759 -1.53227
C -1.95673 -7.51167 -2.20273
H -4.75320 -1.46665 -0.97182
H -4.91340 -1.79727 -2.67754
H -3.32112 -1.84881 -1.86003
H -5.69444 -3.79104 -1.42369
H -4.31743 -3.66417 -0.33361
H -4.14155 -3.92470 -4.16699
H -2.64794 -6.25338 -4.61448
H -3.07508 -5.53669 -0.45567
H -2.62654 -8.35488 -1.81378
H -1.22333 -7.24190 -1.38968
H -1.30970 -7.80963 -3.01347
C -0.87401 4.74573 -0.82967
C 0.07953 3.67977 -0.37306
O 0.22348 3.46095 0.83017
O 0.49743 3.00086 -1.36162
H -0.45828 5.67007 -1.01120
H -1.51520 4.93618 0.00210
H -1.46224 4.49614 -1.66275
Cl -1.63641 -3.75242 1.08346
Cl 4.30887 0.52421 -0.12845
P -0.88863 -2.12742 -4.46739
F -2.59644 -2.09542 -4.51684
F -0.92935 -0.57094 -4.02011
F -0.99412 -2.46822 -2.86598
F 0.73569 -2.25268 -4.45796
F -0.91019 -3.67883 -4.90075
F -0.76930 -1.65317 -6.02680
P -0.08312 1.90593 6.13220
F -0.20902 0.41436 5.41827
F -1.67581 1.84256 6.41220
F 0.24577 1.13065 7.48745
F -0.05447 3.36179 6.75217
F 1.53644 2.00502 5.81408
F -0.46672 2.53273 4.63860

=====

116
Properties=species:S:1:pos:R:3 method="wB97M-V/def2-TZVPD" s2=0.754 spin_multiplicity=2 molar_mass_g_mol=675.5 total_energy_ha=-2407.90093 orbital_gap_ev="8.270 / 9.467" homo_ev="-7.779 / -8.978"
C -0.18390 0.74869 0.61851
C -0.11986 0.49843 -0.90332
C -1.08334 1.34396 -1.80748
C -0.30594 1.63182 -3.13179
C 0.79273 2.71646 -3.00354
C 2.23248 2.18013 -3.08388
Cl 2.56939 1.31113 -4.61240
C -2.29842 0.45238 -2.22101
C -3.37896 0.22461 -1.13143
C -3.15632 -1.23545 -0.57139
C -4.76604 0.21772 -1.82360
N -3.27182 1.12563 0.03252
O -4.25595 1.02699 0.84739
C -2.91302 2.51578 -0.30738
C -2.62440 3.25457 1.03356
C -4.07401 3.32665 -0.97029
C -1.62457 2.65014 -1.16787
H -0.00465 1.80487 0.84455
H -1.07888 0.34503 1.10232
H 0.66604 0.20270 1.06398
H 0.92667 0.64245 -1.20049
H -0.32143 -0.57074 -1.04866
H -1.06435 2.02194 -3.82726
H 0.07304 0.67587 -3.51383
H 0.71561 3.33949 -2.10534
H 0.68340 3.38096 -3.87361
H 2.89914 3.05234 -3.05939
H 2.50024 1.57267 -2.21436
H -2.72933 0.91184 -3.12548
H -1.88400 -0.50350 -2.56661
H -3.92655 -1.90096 -0.97902
H -2.19313 -1.65934 -0.86956
H -3.27666 -1.26607 0.51783
H -4.76193 0.98696 -2.61135
H -5.60076 0.46577 -1.15933
H -4.96554 -0.72477 -2.34335
H -2.48861 4.31158 0.75721
H -1.70251 2.91180 1.51162
H -3.47944 3.22879 1.71502
H -4.21819 3.03321 -2.01439
H -3.81670 4.37149 -0.92099
H -4.96552 3.13923 -0.37274
H -0.83565 3.18791 -0.62533
H -1.88624 3.31410 -2.01036
C -0.41403 -2.35057 3.32888
C 0.11288 -3.74057 2.99041
C 1.40034 -3.70415 2.16058
C 1.18870 -3.12044 0.83906
N 1.02570 -2.64232 -0.19282
H -0.69348 -1.79947 2.42802
H -1.30120 -2.42587 3.95828
H 0.33650 -1.77019 3.86893
H -0.65946 -4.30260 2.46026
H 0.31623 -4.27675 3.91937
H 1.77831 -4.72181 2.03997
H 2.17118 -3.14050 2.69088
C 2.28963 1.89534 3.86393
C 2.16484 1.57344 5.34926
C 3.25262 0.61636 5.84943
C 3.14627 -0.70498 5.23625
N 3.06429 -1.74301 4.75190
H 2.15912 1.00239 3.24952
H 1.52484 2.61356 3.56801
H 3.26599 2.32849 3.63668
H 1.17732 1.15222 5.54732
H 2.23483 2.50207 5.91880
H 3.16728 0.50687 6.93244
H 4.24219 1.03291 5.65139
C 5.96699 0.02119 -5.42903
C 6.20673 1.27264 -4.59461
C 7.60794 1.86228 -4.78503
C 8.65884 0.96782 -4.30085
N 9.48419 0.26388 -3.92368
H 6.63657 -0.78940 -5.13529
H 4.94417 -0.32888 -5.29312
H 6.11789 0.22291 -6.49170
H 6.03722 1.04266 -3.54052
H 5.47127 2.02757 -4.87798
H 7.67760 2.80726 -4.24244
H 7.77893 2.09093 -5.83880
C 6.25153 -3.98200 8.43608
C 5.73948 -4.97653 7.40039
C 4.44673 -4.51780 6.71876
C 3.32308 -4.44009 7.65057
N 2.44174 -4.37344 8.38411
H 5.54428 -3.86471 9.25897
H 7.19541 -4.32808 8.85829
H 6.42199 -3.00116 7.98729
H 5.58823 -5.94836 7.87451
H 6.50498 -5.11176 6.63352
H 4.19407 -5.22093 5.92275
H 4.59504 -3.54627 6.24378
C -9.08971 4.46956 -3.09244
C -8.92247 5.76863 -2.31226
C -7.53732 6.39844 -2.48893
C -6.47473 5.56378 -1.93032
N -5.63793 4.90326 -1.49702
H -8.40095 3.70063 -2.73821
H -10.10301 4.08547 -2.97349
H -8.91089 4.62574 -4.15815
H -9.11652 5.58420 -1.25391
H -9.67328 6.48430 -2.65358
H -7.51643 7.36986 -1.99090
H -7.34001 6.58218 -3.54699
C -0.85961 -6.62380 -3.28798
C 0.07119 -5.41855 -3.36602
C -0.44116 -4.21265 -2.57348
C -1.68364 -3.67034 -3.11647
N -2.66139 -3.24442 -3.54300
H -1.83111 -6.40613 -3.73515
H -0.42995 -7.46936 -3.82643
H -1.01959 -6.92959 -2.25194
H 0.22001 -5.14272 -4.41200
H 1.04816 -5.70175 -2.96879
H 0.31431 -3.42638 -2.58481
H -0.59190 -4.48573 -1.52818

=====

145
Properties=species:S:1:pos:R:3 method="wB97M-V/def2-TZVPD" spin_multiplicity=1 molar_mass_g_mol=2698.2 total_charge=+1 total_energy_ha=-65160.68358 orbital_gap_ev=6.981 homo_ev=-10.170
C -0.59802 3.40416 0.51667
C -0.80047 4.58267 -0.41993
O -1.29843 4.15996 -1.71232
P -2.87639 3.97350 -1.90516
O -3.27367 4.40820 -3.25156
C -3.26417 2.22009 -1.62129
C -3.13423 1.38933 -2.91796
C -1.77633 0.77888 -2.98579
N -1.32088 -0.32570 -2.39516
C -2.06514 -1.23891 -1.48496
O -3.42501 -1.21716 -1.72706
N -3.75577 -1.92269 -2.91188
O -4.34107 -3.17145 -2.44525
C 0.01110 -0.50072 -2.75972
N 0.83516 -1.57074 -2.37620
C 0.91618 -1.89788 -1.19143
S 0.88885 -2.50499 0.22933
C 0.37793 0.51429 -3.57519
C 1.67477 0.80886 -4.24883
C 2.86080 0.92249 -3.27185
C 2.87042 2.25643 -2.52745
F 1.57215 2.74528 -2.35852
N -0.76760 1.30213 -3.69632
Cl -0.84867 2.69340 -4.62137
O -3.63394 4.77126 -0.74098
C -4.97797 5.20228 -1.06858
C -5.70879 5.54004 0.23946
H -0.52868 3.72000 1.55365
H 0.33275 2.89172 0.25854
H -1.40224 2.67642 0.46546
H -1.42019 5.35740 0.02927
H 0.17145 5.03873 -0.60489
H -4.28979 2.18323 -1.24948
H -2.63477 1.80145 -0.83719
H -3.90794 0.62780 -2.90737
H -3.31186 1.98874 -3.80978
H -1.62680 -2.22879 -1.62239
H -1.88069 -0.91850 -0.45351
H 1.59944 1.73051 -4.82174
H 1.88163 -0.01164 -4.93939
H 2.82934 0.11502 -2.54299
H 3.77335 0.85141 -3.86392
H 3.46595 3.00789 -3.04576
H 3.29168 2.11647 -1.53008
H -4.93783 6.08500 -1.70151
H -5.52758 4.42058 -1.59393
H -5.34422 4.88399 1.03051
H -6.77500 5.39723 0.07775
H -5.48291 6.56687 0.52409
Br -1.66597 2.01846 5.45928
C -1.32428 3.89110 5.06525
C -2.58409 4.59494 4.63243
Br -3.03902 4.05864 2.82363
H -0.55731 3.90904 4.29765
H -0.92763 4.32199 5.98209
H -2.43790 5.67249 4.60619
H -3.44162 4.36353 5.25598
Br 1.76500 -5.87150 2.22363
C 2.45015 -6.19879 0.43085
C 3.89026 -6.63307 0.44642
Br 5.08422 -5.13550 0.78108
H 2.30026 -5.28406 -0.13453
H 1.81714 -6.98217 0.02176
H 4.17891 -7.02085 -0.52905
H 4.09406 -7.37594 1.21101
Br -8.14058 8.42742 -1.85616
C -8.01994 10.02708 -0.75548
C -7.39942 9.73166 0.58273
Br -8.64604 8.82629 1.77209
H -9.02474 10.42754 -0.67091
H -7.39727 10.72038 -1.31625
H -7.13059 10.65334 1.09373
H -6.52505 9.09379 0.50259
Br -1.30049 0.08887 1.82243
C -2.68948 -1.15553 2.39404
C -2.51948 -1.53723 3.83812
Br -1.05443 -2.79979 4.04168
H -2.63277 -2.01574 1.73282
H -3.63130 -0.63468 2.23460
H -3.40604 -2.04941 4.20493
H -2.30031 -0.68731 4.47561
Br 6.40683 0.61110 -4.12550
C 7.53003 2.08901 -4.72134
C 7.05271 3.40070 -4.16289
Br 5.46027 4.03837 -5.08644
H 7.52857 2.06570 -5.80627
H 8.52618 1.86148 -4.35291
H 7.80480 4.17172 -4.31099
H 6.80044 3.34130 -3.10859
Br -1.74832 -4.69580 8.01683
C -0.39655 -3.30414 7.86501
C -0.68174 -2.14448 8.77801
Br -2.11688 -1.02480 8.08596
H -0.36637 -3.01137 6.82145
H 0.54139 -3.78227 8.13335
H 0.18663 -1.49252 8.84016
H -0.97927 -2.45538 9.77440
Br 9.17328 3.55642 0.21537
C 9.46010 1.90393 -0.76693
C 10.75646 1.92067 -1.53254
Br 10.63553 3.03164 -3.12710
H 8.59801 1.77199 -1.41402
H 9.47408 1.11546 -0.01795
H 10.99534 0.92162 -1.89029
H 11.58756 2.30552 -0.95116
Br -3.40835 -3.88653 -3.82322
C -3.75940 -5.80669 -4.26004
C -2.48194 -6.39569 -4.79217
Br -2.13789 -5.79859 -6.61191
H -4.58728 -5.83902 -4.96218
H -4.05580 -6.29006 -3.32863
H -2.55357 -7.47944 -4.83799
H -1.61278 -6.12000 -4.20332
Br -6.78822 3.45671 3.66773
C -7.53203 5.02556 4.54574
C -7.17330 6.29733 3.82576
Br -5.32449 6.81932 4.14289
H -7.17219 5.00904 5.56931
H -8.60976 4.87943 4.53651
H -7.77299 7.12399 4.19741
H -7.28985 6.22414 2.74994
Br 0.40813 -7.12018 -2.70636
C 1.26988 -8.65546 -3.54502
C 2.52299 -9.04833 -2.81257
Br 3.98915 -7.82330 -3.17782
H 1.45326 -8.38354 -4.57938
H 0.53988 -9.46051 -3.50441
H 2.86726 -10.02394 -3.15192
H 2.39288 -9.06520 -1.73486
Br 1.96682 0.75350 8.02835
C 2.99388 0.08806 9.53934
C 3.97836 -0.97412 9.12923
Br 3.08322 -2.66080 8.75807
H 2.27172 -0.27520 10.26374
H 3.51371 0.95108 9.94917
H 4.67268 -1.17752 9.94139
H 4.53333 -0.71629 8.23342
Br 6.28442 -11.58510 -3.53009
C 6.58807 -10.96817 -5.35032
C 5.47360 -10.07473 -5.82208
Br 3.86389 -11.07999 -6.26025
H 6.70734 -11.85393 -5.96565
H 7.52552 -10.41762 -5.31982
H 5.75370 -9.56092 -6.73909
H 5.17697 -9.35273 -5.07084